The following is a quantum chemistry calculation of a structure of composition C27H27HgN4O3 in a non-equilibrium geometry, from OMol25.

Summary:
HOMO (spin up / spin down) ... -5.137 / -6.590 eV
Relative energy (zero: lowest compared OMol25 entry of this formula, charge and spin) ... 72.81 kcal/mol
LUMO level (spin up / spin down) ... -0.88 / -0.88 eV
Expectation value of S² ... 0.80
HOMO-LUMO gap (spin up / spin down) ... 4.26 / 5.71 eV
Spin multiplicity ... 2

Structure (XYZ):
```
62
Properties=species:S:1:pos:R:3:forces:R:3:lowdin_spin:R:1
Hg 0.71572 0.71811 0.15023 -2.9 -0.5 -1.2 0.01
O 2.54482 0.95581 0.82153 3.2 -0.1 1.2 0.11
O -3.26288 -3.33709 -0.62327 -0.1 0.1 0.1 0.00
O -1.83768 1.07851 0.51413 -0.2 0.3 0.0 0.00
N 0.50542 -1.49989 0.25413 -0.7 -0.9 0.3 0.00
N 1.28882 3.66241 0.45333 -0.3 0.7 0.0 0.32
N 0.31992 2.76071 0.39963 -0.5 -0.3 0.0 0.15
N -1.96358 -4.93369 -1.55197 0.0 0.1 0.0 0.00
C 2.58462 3.37711 0.52143 0.4 -0.8 -0.1 -0.01
C -4.04418 -6.21259 -1.26147 0.1 0.1 -0.2 0.00
C 5.67722 5.52811 0.45173 -0.1 0.2 0.0 0.02
C -2.09058 2.43771 0.40543 0.2 0.2 0.0 0.02
C -2.17808 -3.88379 -0.73837 0.0 0.0 -0.2 0.00
C 2.92652 5.84221 0.42563 -0.1 0.3 0.0 -0.02
C 4.85632 4.38541 0.47343 -0.3 0.3 0.0 0.01
C -3.36558 2.97101 0.36703 0.0 -0.2 0.0 0.00
C 3.44942 4.54291 0.47973 0.5 -0.2 -0.1 0.04
C -3.55538 4.34391 0.28933 -0.1 0.2 0.0 0.04
C 3.74822 6.94381 0.39373 -0.3 -0.2 0.0 0.03
C 5.41112 3.08551 0.48333 0.1 -0.4 0.0 0.14
C -3.11988 -5.49029 -2.23517 -0.4 0.0 0.1 0.00
C -1.18578 4.67181 0.29203 0.1 -0.1 0.0 0.03
C 0.49382 -3.25599 1.88363 -0.5 -0.7 -0.2 0.00
C -0.49608 -6.86029 -1.05127 0.1 0.2 -0.2 0.00
C -2.94228 0.20521 0.64463 -0.1 -0.1 0.0 0.00
C -0.46978 -2.15549 -0.40607 0.6 0.6 0.1 0.00
C -2.46268 5.19231 0.26593 -0.2 -0.1 0.0 0.00
C 3.20112 2.08381 0.61743 0.2 0.6 0.1 0.13
C 5.13592 6.78751 0.41493 0.3 -0.1 0.0 -0.02
C -0.52828 -3.92529 1.20633 0.3 0.9 -0.3 0.00
C 4.60682 1.98681 0.55183 0.0 0.3 0.0 -0.01
C -1.00158 -3.35099 0.02153 0.0 -0.3 0.6 0.00
C -0.96138 3.29251 0.35243 -0.1 -0.1 -0.1 0.01
C 0.97992 -2.07239 1.38433 0.1 0.7 -0.6 0.00
C -0.66678 -5.52889 -1.77937 0.4 -0.3 0.1 0.00
H 1.77862 -1.53189 1.87523 0.0 0.1 0.1 0.00
H 1.85452 5.96171 0.41413 0.0 0.0 0.0 0.00
H -0.83418 -1.69709 -1.31827 0.0 0.1 0.1 0.00
H 6.74882 5.39271 0.46483 0.1 0.0 0.0 0.00
H 3.32082 7.93491 0.35013 -0.1 0.1 0.0 0.00
H -4.89818 -6.61849 -1.79567 -0.1 -0.1 0.0 0.00
H -0.95428 -4.83669 1.59533 0.0 -0.1 0.0 0.00
H 6.48342 2.96621 0.43993 0.1 0.0 0.0 0.01
H 0.51482 -7.23079 -1.19547 0.1 -0.1 0.0 0.00
H 0.10342 -4.82419 -1.45337 -0.1 -0.2 -0.2 0.00
H -3.55178 0.46951 1.51353 0.0 0.0 -0.1 0.00
H 5.01922 0.98951 0.57763 0.1 -0.1 0.0 0.00
H -4.39608 -5.50249 -0.51847 -0.1 0.0 0.0 0.00
H -0.67438 -6.73149 0.01253 0.0 -0.1 0.1 0.00
H -2.76388 -6.16529 -3.01457 0.0 0.1 0.0 0.00
H 0.89462 -3.65699 2.80053 0.1 0.0 0.1 0.00
H -0.32058 5.31291 0.27983 0.0 0.0 0.0 0.00
H -3.52168 -7.02119 -0.75547 0.0 -0.1 0.0 0.00
H -3.56338 0.20281 -0.25527 0.0 0.0 0.0 0.00
H -4.55958 4.73871 0.26023 -0.1 0.0 0.0 0.00
H -3.66318 -4.66139 -2.69987 0.1 -0.2 0.0 0.00
H 5.77292 7.65911 0.40653 0.1 0.1 0.0 0.00
H -0.54638 -5.68799 -2.85677 0.0 0.1 0.1 0.00
H -4.23098 2.32831 0.41073 0.0 -0.1 0.0 0.00
H -1.18778 -7.60549 -1.43517 -0.1 -0.1 0.0 0.00
H -2.60688 6.26231 0.23883 0.0 0.1 0.0 0.00
H -2.53138 -0.79399 0.78673 -0.1 0.0 0.0 0.00
```
Forces are in eV/Å.